[1]
DFT (ωB97M-V/def2-TZVPD) results for C2H2I3O3S as an isolated structure.

Output
E_HOMO	-5.673	eV
E_LUMO	2.37	eV
charge	-1
relative energy (zero: lowest compared OMol25 entry of this formula, charge and spin)	0.0	kcal/mol
Kohn-Sham gap	8.0	eV

Cartesian coordinates (Å):
I: 2.12327 -1.37045 -0.78605
I: 1.22351 0.61495 2.04162
I: -0.78440 -2.65666 1.64428
S: 0.18323 1.28831 -0.83618
O: -0.66376 2.09635 0.01994
O: 1.51085 1.79936 -1.06543
O: -0.47944 0.70771 -1.98325
C: -0.81932 -0.89587 0.40652
C: 0.43954 -0.16782 0.26453
H: -1.54410 -0.22004 0.86757
H: -1.18936 -1.19583 -0.57354

Forces on atoms 1 to 2 (eV/Å):
-1.227 0.416 0.711
0.278 -0.132 0.755

=====

[2]
DFT (ωB97M-V/def2-TZVPD) results for a 5-piece molecular cluster, C21H49NO7P3 overall.

Output
E_HOMO	-10.951	eV
E_LUMO	-2.69	eV
charge	+1
Kohn-Sham gap	8.3	eV

Cartesian coordinates (Å):
P: 1.83837 0.81232 1.83012
P: -0.11500 1.26566 2.72041
P: 2.47936 2.73870 1.03753
O: -6.57844 -5.84882 1.76581
O: 2.25926 5.11011 -2.75126
O: -1.16364 0.69974 1.67018
O: -2.45850 -5.15779 2.35756
O: -0.30155 2.66354 3.09385
O: -0.01567 -2.57171 -3.80309
O: -0.25604 0.22615 3.93662
N: 1.17173 3.35936 0.22677
C: 5.80296 3.79004 2.24976
C: 3.21504 3.92052 2.18865
C: -0.55987 -3.64467 -3.94439
C: -2.82210 -4.00705 2.40036
C: 4.47699 3.23021 2.79540
C: -6.96130 -6.99705 1.76065
C: -2.05195 -3.75496 -4.13118
C: 1.58878 5.62704 -3.62224
C: 1.05130 -0.38190 -1.73127
C: -6.00008 -8.14632 1.93464
C: 2.23738 4.41848 3.25183
C: -4.27362 -3.62263 2.52357
C: 1.35555 2.17316 -2.00104
C: 1.57447 5.08195 -5.02521
C: -1.81764 -2.87467 2.32889
C: 0.73807 6.83927 -3.35111
C: 6.37438 2.99527 1.07037
C: 2.01198 0.78835 -2.03348
C: 0.22080 -4.93441 -3.94184
C: 0.48665 2.49212 -0.78562
C: -8.41765 -7.34488 1.58095
H: 0.55788 4.79966 -5.30463
H: -2.49961 -2.76421 -4.11593
H: 5.68315 4.83984 1.97552
H: 2.64966 0.70437 2.97464
H: -1.87929 -2.26256 3.23203
H: -6.04142 -8.80252 1.06363
H: -8.77770 -7.90208 2.44728
H: 0.00570 -0.09091 -1.82640
H: -0.37460 3.08483 -1.09277
H: 6.53541 3.77853 3.05887
H: 3.54995 4.76886 1.58402
H: 1.91631 5.84562 -5.72527
H: 1.05171 7.66385 -3.99270
H: 3.51282 2.42492 0.13961
H: 2.10059 2.96563 -2.06857
H: -4.89092 -4.51587 2.55796
H: 7.43087 3.22434 0.94453
H: -0.81339 -3.28490 2.24305
H: -6.27414 -8.73251 2.81337
H: 0.83446 7.13727 -2.30971
H: 1.27844 -4.72544 -3.80104
H: 2.39758 0.64701 -3.04464
H: -2.27420 -4.23843 -5.08371
H: 1.83475 3.61236 3.85783
H: -4.57388 -3.01780 1.66547
H: 1.48946 4.20238 -0.25849
H: -1.93647 0.35521 2.14542
H: 0.07924 1.60662 -0.29748
H: -9.00214 -6.43531 1.46693
H: -2.02340 -2.24614 1.45914
H: 0.07800 -5.45882 -4.88793
H: 1.26671 -1.21902 -2.38468
H: 4.42710 3.31924 3.87880
H: 1.42194 4.99731 2.82414
H: 1.19920 -0.73532 -0.70786
H: 4.46646 2.15891 2.55966
H: 5.86727 3.23915 0.13425
H: -8.54556 -7.97251 0.69753
H: 6.28132 1.92377 1.25410
H: 2.22514 4.21338 -5.09324
H: 2.88785 0.72681 -1.37959
H: 0.74120 2.26691 -2.89885
H: 2.79726 5.08573 3.91144
H: -4.98866 -7.76422 2.05406
H: 0.58776 -0.00719 4.34172
H: -4.42537 -3.03512 3.43191
H: -0.13240 -5.58339 -3.13876
H: -0.30774 6.61945 -3.57232
H: -2.48430 -4.36278 -3.33454

Forces on atoms 1 to 2 (eV/Å):
0.094 -0.996 -0.923
-0.448 0.686 0.851

=====

[3]
DFT (ωB97M-V/def2-TZVPD) results for C31H77BrGaO12S2 as an isolated structure.

Output
E_HOMO	-4.854	eV
E_LUMO	1.97	eV
charge	-1
Kohn-Sham gap	6.8	eV

Cartesian coordinates (Å):
Br: 2.72544 -2.36203 -4.41232
Ga: 1.21235 -3.06444 -1.59684
S: 0.33180 1.89973 -1.70151
S: 1.09363 -5.28520 -2.34035
O: 9.31128 4.25116 5.00078
O: -9.36803 4.31301 -1.06026
O: -5.45972 2.77318 -0.66599
O: -3.42904 -4.56331 -4.46543
O: -2.54270 -7.15062 -5.56593
O: 10.69349 6.13105 6.79186
O: -9.88621 7.09172 -0.19360
O: 8.39287 0.06577 3.68438
O: -3.22312 1.31135 -1.87504
O: -3.55163 -3.68281 0.58423
O: 6.75089 0.40656 1.27069
O: -2.56404 -5.91245 2.23393
C: -4.07493 0.74659 -2.85124
C: -3.29374 2.72262 -1.78207
C: -4.09428 3.15506 -0.57553
C: 10.00398 3.88004 6.17864
C: 9.98584 4.98015 7.21719
C: -2.80987 -2.75333 1.35180
C: -1.72807 -6.27843 -4.78688
C: -3.61282 -5.62810 3.13123
C: -8.10433 4.69798 -1.58630
C: 7.51295 -0.91439 3.15962
C: -0.39575 -0.65276 -2.55388
C: 1.29675 -3.23871 0.41401
C: 7.64604 1.38355 0.78522
C: -4.76092 -5.02026 -4.48272
C: -5.77429 1.60287 0.06509
C: -2.76150 -4.75818 0.09238
C: 7.36772 -0.80685 1.65750
C: -10.33378 7.36590 -1.50570
C: -2.52953 -5.45281 -3.81272
C: 7.73087 1.17993 4.25244
C: 3.32473 -0.87604 -2.06597
C: -9.57157 4.71925 0.27737
C: -2.98431 -6.02690 0.88260
C: -0.12980 0.18016 -1.30715
C: 3.62539 -0.77187 -0.56158
C: 9.86127 7.16439 6.30299
C: -2.81256 -6.65793 -6.85847
C: -0.48778 -2.13646 -2.18897
C: 10.15673 4.62708 3.93069
C: 2.90666 -2.29428 -2.43725
C: -10.46921 5.93460 0.37861
H: -1.03600 0.22352 -0.70255
H: 1.11311 -5.02799 -3.65479
H: -3.71562 0.96919 -3.86228
H: -2.10565 -2.19595 0.72568
H: -3.64381 2.72969 0.32783
H: -5.32898 -4.33954 -5.11674
H: 0.87127 -2.35174 0.89543
H: -3.73187 3.14693 -2.69288
H: -11.38328 7.68299 -1.50587
H: -3.21426 -5.64089 -6.82975
H: 6.98061 1.59269 3.57350
H: -3.04396 -4.93457 -0.94649
H: -7.29332 4.14145 -1.11087
H: 8.94812 5.23802 7.45665
H: -8.61286 4.92857 0.76499
H: 9.51190 2.99433 6.59287
H: 0.66631 -0.26327 -0.70865
H: 8.35179 -0.90269 1.18458
H: -10.22800 6.49646 -2.15894
H: -1.90944 -6.65755 -7.48098
H: 6.73879 -1.62804 1.30144
H: -2.40734 -6.83370 0.42273
H: 7.92113 -1.89848 3.40769
H: -4.19366 -4.75758 2.81433
H: 8.06290 1.09028 -0.18509
H: -4.05904 4.24567 -0.49124
H: -1.83351 -4.86501 -3.21019
H: -5.19897 -5.00806 -3.47663
H: 2.53164 -0.17428 -2.33730
H: -4.29181 -6.48442 3.23385
H: 11.03977 3.61144 5.94395
H: -4.04639 -6.29978 0.84547
H: -4.83848 -6.03531 -4.88511
H: -9.72124 8.18013 -1.88929
H: 8.48182 1.94229 4.45127
H: 4.47719 -0.11766 -0.36522
H: -1.33120 -0.30148 -3.00462
H: 9.27494 7.61455 7.11197
H: 0.70638 -4.10357 0.73149
H: 9.17671 6.80179 5.53225
H: 0.39550 -0.46897 -3.28730
H: -11.42988 5.71678 -0.10275
H: 6.52590 -0.82861 3.62699
H: 10.69325 3.75991 3.52988
H: 8.46854 1.56295 1.48418
H: -3.52490 -2.05687 1.78970
H: -7.93676 5.77188 -1.46507
H: -1.70246 -4.48622 0.10406
H: -2.24786 -3.24691 2.15001
H: -8.12035 4.45781 -2.64833
H: -2.27245 3.09889 -1.68192
H: 2.77622 -0.38174 0.00317
H: 7.07623 2.30250 0.65660
H: 9.51931 5.03648 3.14900
H: 10.51275 7.92523 5.87659
H: -1.01629 -6.88368 -4.22200
H: -1.19963 -2.23376 -1.35552
H: -5.75905 1.79674 1.14397
H: 10.46304 4.61310 8.13057
H: -3.08712 -6.12034 -3.14494
H: 7.23901 0.90789 5.19411
H: 10.88405 5.38282 4.23867
H: -5.07900 0.79072 -0.15828
H: -5.10170 1.11081 -2.74922
H: -3.54901 -7.32166 -7.31167
H: 4.20448 -0.56882 -2.64078
H: -10.04762 3.89135 0.81332
H: 1.28977 2.07578 -0.78584
H: 2.30970 -3.37753 0.80090
H: -10.66037 6.14864 1.43440
H: 3.74201 -2.97096 -2.24948
H: -4.05624 -0.33264 -2.70692
H: -3.16024 -5.42321 4.10081
H: 3.85935 -1.75285 -0.14166
H: -1.15514 -5.61362 -5.44259
H: -0.93474 -2.69064 -3.01971
H: -6.78106 1.30471 -0.22508

Forces on atoms 1 to 2 (eV/Å):
-0.026 -0.013 -0.108
-0.142 -0.029 0.007

=====

[4]
DFT (ωB97M-V/def2-TZVPD) results for one molecule with the formula C4H7P.

Output
E_HOMO	-8.513	eV
E_LUMO	-0.35	eV
relative energy (zero: lowest compared OMol25 entry of this formula, charge and spin)	60.6	kcal/mol
Kohn-Sham gap	8.2	eV
SMILES string	[H]/P=C/C(=C)C

Cartesian coordinates (Å):
P: -2.75088 -0.27691 -0.36495
C: 0.42590 0.01798 0.06799
C: 0.78040 -1.42362 0.06172
C: 1.22402 1.10351 0.24296
C: -1.07013 0.35079 -0.30726
H: 1.06451 -1.55782 -0.89040
H: -0.92422 1.47661 -0.40835
H: -3.37643 0.89825 -0.23665
H: 1.47872 -1.57212 0.84399
H: 0.96838 2.05307 0.04802
H: 0.01971 -2.15469 0.33981
H: 2.16001 1.08497 0.60311

Forces on atoms 1 to 2 (eV/Å):
4.374 -1.634 0.314
-3.149 0.970 -0.814

=====

[5]
DFT (ωB97M-V/def2-TZVPD) results for C60H54MgNO3P3 as an isolated structure.

Output
E_HOMO	-12.824	eV
E_LUMO	-4.78	eV
charge	+2
Kohn-Sham gap	8.0	eV

Cartesian coordinates (Å):
P: -0.72837 -0.81431 1.91983
P: -0.92683 2.16302 -0.64733
P: 2.44405 -0.95756 -1.05740
Mg: -0.32615 -0.47531 -0.61324
O: 2.04318 1.94694 -1.17119
O: -0.31132 -2.49620 -1.04348
O: -4.82383 -0.96272 -0.24636
N: -2.63176 -0.95189 -0.73685
C: 1.75269 -2.88308 4.43971
C: 1.59229 3.23588 -1.31657
C: 2.35498 4.21571 -1.98139
C: 0.55480 5.79201 -1.65414
C: -4.85207 -1.88409 3.62153
C: 1.04430 1.17938 2.07727
C: 2.91555 -1.81436 -2.59084
C: -3.23667 3.13895 -4.47927
C: -3.52383 -1.33485 1.63705
C: -3.33103 -0.69906 -2.03858
C: -2.93253 -1.61378 -3.20410
C: 0.28072 3.49805 -0.91997
C: 3.71444 -2.33459 2.53360
C: -0.09884 0.68497 2.70342
C: 3.66867 0.33012 -0.73268
C: 1.75418 2.23968 2.65497
C: 0.22463 -2.15590 2.67559
C: -1.96571 2.47923 -2.11218
C: 2.56939 -4.32373 1.43615
C: 4.67496 -2.67629 -3.99753
C: 5.50309 2.27908 0.09735
C: 4.97461 -0.00971 -0.35280
C: 5.90142 0.94759 0.03650
C: 3.39290 -3.77585 2.63815
C: -3.55759 -1.09439 0.16954
C: 1.30248 -4.36923 2.37311
C: -3.74819 -1.75768 4.44306
C: -1.95820 2.61010 -4.51625
C: -2.54559 -1.38944 3.85367
C: 2.79596 -2.14652 0.29445
C: 3.72214 -3.29882 -4.79478
C: 1.31296 2.79498 3.84218
C: 2.19571 -4.03881 3.59863
C: -3.09172 2.02944 1.06646
C: 4.22046 2.65078 -0.25510
C: -1.40538 3.61695 1.69583
C: -4.79380 -0.81491 -1.67822
C: -3.25563 2.98976 -2.08590
C: -3.32455 3.27981 3.08646
C: -4.73338 -1.69223 2.25342
C: -1.33085 2.26083 -3.33585
C: 2.37831 -3.19119 -4.50839
C: 4.26940 -1.95263 -2.90212
C: 2.51157 -3.46310 0.21552
C: 1.96145 -2.42058 -3.40951
C: -0.20948 4.80592 -1.08824
C: -3.89526 3.31041 -3.27337
C: -3.80564 2.31242 2.21575
C: -2.94876 -3.09895 -2.85272
C: 0.16221 2.31421 4.43887
C: 3.28575 -1.56211 1.53836
C: -2.41426 -1.16963 2.48741
C: -1.60146 -1.15436 -3.81212
C: -0.55553 1.27583 3.88255
C: -1.88494 2.68467 0.79104
C: -2.13679 3.94236 2.81905
C: 3.32103 1.68566 -0.74069
C: 0.31524 -3.32877 2.02412
C: 1.82666 5.47688 -2.13357
C: 0.89773 -1.97215 3.97638
H: 2.38872 -4.89807 4.22570
H: -3.90204 3.50144 3.98500
H: 2.24211 -3.90891 -0.72966
H: 1.40348 0.72687 1.15053
H: -1.43847 2.46679 -5.46040
H: 2.65254 2.56783 2.18006
H: -3.08188 -3.70970 -3.73921
H: 5.72694 -2.79413 -4.19641
H: 3.93731 3.68853 -0.22720
H: -3.74575 -3.33264 -2.15315
H: 0.90787 -2.32487 -3.18567
H: -3.71651 3.43854 -5.39944
H: -3.73838 3.17163 -1.13775
H: -0.33045 1.85196 -3.33950
H: 4.03194 -3.91364 -5.63944
H: -1.22609 -1.83728 -4.56899
H: -3.10603 0.33162 -2.33442
H: 2.39967 6.21481 -2.68006
H: 0.37182 -2.89439 -0.46787
H: 0.14954 6.78923 -1.76273
H: 5.03392 -1.48443 -2.27674
H: 2.85302 -5.33945 1.15171
H: -3.71076 -1.44806 -3.95445
H: -0.84935 -1.07888 -3.03605
H: -3.47240 1.29698 0.35627
H: -0.46065 4.08762 1.52876
H: -4.73346 1.79810 2.42502
H: 4.22414 -1.87399 3.36954
H: 6.90670 0.65746 0.30076
H: 1.89094 3.55613 4.34331
H: -0.33462 -3.51587 1.18842
H: -5.26484 -1.67880 -2.11893
H: -1.16765 -2.81396 -0.74545
H: -5.61860 -1.79882 1.62675
H: -1.22436 5.02787 -0.80717
H: -1.67463 -1.28075 4.48782
H: -0.15866 2.76862 5.35719
H: 0.65198 -1.12163 4.60239
H: -1.49419 0.92406 4.32701
H: -5.37082 0.06376 -1.93463
H: -1.78844 4.69693 3.49848
H: 3.31938 3.96087 -2.37890
H: -3.81297 -1.93514 5.50751
H: 6.17051 3.04683 0.43804
H: 0.82127 -5.36375 2.36701
H: -5.80826 -2.16768 4.00708
H: 5.23307 -1.05514 -0.30794
H: 2.17373 -2.74527 5.41854
H: 1.62502 -3.69641 -5.11030
H: 4.28292 -4.35349 2.89039
H: -1.68316 -0.17082 -4.26483
H: -2.01393 -3.42326 -2.40910
H: -4.88772 3.72543 -3.24756
H: 3.46257 -0.49350 1.62640

Forces on atoms 1 to 2 (eV/Å):
-0.172 0.026 -0.335
0.254 -0.130 -0.068

=====

Q: What is the E_HOMO in the fifth record?
A: -12.824 eV